C16H26N2O | wB97M-V/def2-TZVPD

ΔE to the lowest compared entry with this formula, charge and spin: 0.2620 eV
calculated total energy: -22042.32242 eV
frontier orbital gap: 9.214 eV
spin multiplicity: 1
charge: 0
highest occupied orbital energy: -8.36 eV
SMILES string: CCN(CC)CCCNC(=O)CCc1ccccc1

```
45
Properties=species:S:1:pos:R:3:forces:R:3:lowdin_charge:R:1
C 2.455 1.758 1.006 -0.2 0.0 0.2 -0.080
C 1.441 1.315 2.056 0.2 0.1 -0.2 -0.256
N 1.411 -0.134 2.170 0.0 0.0 0.1 -0.206
C 2.413 -0.657 3.083 0.1 -0.2 -0.1 -0.260
C 2.906 -2.033 2.644 0.0 0.3 0.2 -0.085
C 0.080 -0.667 2.405 -0.2 0.1 -0.2 -0.204
C -0.708 -0.742 1.097 0.3 -0.2 0.1 -0.150
C -0.055 -1.727 0.123 -0.2 0.0 0.2 -0.167
N -0.474 -1.509 -1.243 0.3 0.1 0.1 0.071
C -1.578 -2.089 -1.768 0.4 0.2 -0.6 -0.510
O -2.224 -2.937 -1.191 -0.4 -0.3 0.3 0.061
C -1.913 -1.602 -3.172 -0.3 0.0 0.1 -0.097
C -2.746 -0.310 -3.123 0.1 -0.1 -0.1 -0.137
C -2.021 0.813 -2.436 -0.2 0.2 0.0 -0.253
C -0.861 1.349 -2.989 -0.1 0.0 0.0 -0.060
C -0.166 2.354 -2.340 0.1 0.0 0.0 -0.082
C -0.626 2.848 -1.130 0.0 0.1 0.1 -0.098
C -1.787 2.334 -0.580 0.0 0.1 0.0 -0.096
C -2.477 1.322 -1.228 0.0 0.0 -0.1 -0.047
H 3.455 1.420 1.264 0.1 0.0 0.0 0.064
H 2.190 1.338 0.039 0.0 0.0 -0.1 0.064
H 2.465 2.843 0.928 0.1 0.2 0.0 0.067
H 0.452 1.663 1.750 0.0 0.0 0.1 0.098
H 1.672 1.791 3.023 -0.1 0.0 0.0 0.119
H 2.030 -0.711 4.117 0.0 0.1 0.0 0.119
H 3.263 0.028 3.083 0.0 0.0 0.1 0.108
H 3.312 -1.975 1.637 0.0 0.0 -0.1 0.072
H 3.686 -2.380 3.317 0.1 -0.1 0.1 0.069
H 2.099 -2.760 2.646 -0.1 -0.1 0.0 0.062
H 0.175 -1.674 2.813 0.0 0.0 0.1 0.114
H -0.478 -0.061 3.140 0.1 -0.1 0.0 0.123
H -0.735 0.244 0.630 0.0 0.0 0.0 0.079
H -1.736 -1.047 1.299 -0.1 0.0 0.0 0.120
H -0.325 -2.752 0.385 0.1 0.0 0.0 0.124
H 1.029 -1.606 0.176 -0.1 -0.1 0.0 0.112
H -0.087 -0.703 -1.709 -0.1 -0.1 -0.1 0.122
H -2.495 -2.379 -3.668 0.1 0.0 0.0 0.120
H -0.992 -1.437 -3.734 0.0 0.0 0.0 0.111
H -3.681 -0.516 -2.600 0.0 0.0 -0.1 0.120
H -2.986 -0.015 -4.149 -0.1 0.0 0.1 0.120
H -0.502 0.978 -3.939 0.0 0.0 -0.1 0.116
H 0.736 2.756 -2.780 0.1 0.0 0.0 0.104
H -0.083 3.632 -0.623 0.0 0.1 0.0 0.101
H -2.158 2.721 0.358 0.0 0.0 0.1 0.108
H -3.376 0.918 -0.786 -0.1 -0.1 0.0 0.118
```
Positions in Å, forces in eV/Å.